Computed, not measured: C47H55N7O8PbS as an isolated structure, with the ωB97M-V functional and the def2-TZVPD basis.

Geometry as ORCA input:
```
! RIJCOSX wB97M-V def2-TZVPD def2/J DEFGRID3
* xyz -2 1
Pb -0.59845 0.02349 0.53458
C -0.80276 3.16604 2.01466
C -1.93612 2.35248 2.18670
C -1.53189 1.18150 2.88033
C -0.13619 1.29832 3.15256
C 0.30728 2.51194 2.60420
C 1.70938 3.04560 2.60124
C 0.66193 0.32751 3.97656
C -2.47451 0.21996 3.54400
C -3.35853 2.66380 1.83086
C -0.72431 4.49489 1.32350
H 2.10187 3.19576 1.59044
H 2.39432 2.36746 3.11490
H 1.77837 4.01906 3.10219
H 0.42504 -0.70561 3.71679
H 0.46012 0.44086 5.04975
H 1.73699 0.46746 3.83470
H -2.94106 0.66808 4.43205
H -1.96600 -0.68769 3.86517
H -3.28790 -0.08347 2.87806
H -3.82924 1.83227 1.30049
H -3.43094 3.54014 1.18462
H -3.96086 2.86252 2.72684
H 0.12969 4.54591 0.63933
H -0.60580 5.32478 2.03295
H -1.61724 4.69312 0.72992
O 0.35536 -6.79078 -2.02967
C -0.73215 -6.18654 -2.13090
O -1.86038 -6.61660 -2.42780
C -0.65335 -4.66285 -1.85948
C 0.58214 -4.02425 -1.81021
C 0.63358 -2.67049 -1.54761
N -0.45185 -1.93028 -1.31195
C -1.64809 -2.52417 -1.40867
C -1.78621 -3.87755 -1.68795
C -2.86111 -1.60128 -1.26342
O -3.89222 -1.90713 -1.86226
O -2.68272 -0.53346 -0.58358
H 1.47721 -4.61095 -1.96574
H 1.58138 -2.14007 -1.52593
H -2.76857 -4.31830 -1.77442
C 14.17774 0.43248 -0.13644
O 13.30696 1.48303 -0.49599
C 11.96502 1.24769 -0.38822
C 11.41264 0.03847 0.01104
C 10.02870 -0.09147 0.07497
C 9.18691 0.96135 -0.25053
C 9.76140 2.17084 -0.65327
C 11.12883 2.31532 -0.71906
C 7.72469 0.85809 -0.17888
N 6.89000 1.79198 -0.56672
C 5.63626 1.28499 -0.30459
C 5.72437 0.03413 0.24977
N 7.07184 -0.23523 0.32313
C 4.59312 -0.72817 0.68096
C 4.66577 -1.97190 1.32146
C 3.50470 -2.58580 1.71354
C 2.28642 -1.93214 1.48016
N 2.20362 -0.76103 0.88017
C 3.32614 -0.16080 0.45906
C 3.20728 1.14062 -0.22289
N 1.97245 1.57648 -0.52240
C 1.82809 2.77401 -1.05186
C 2.91170 3.61433 -1.34380
C 4.18334 3.15313 -1.11503
C 4.35252 1.88258 -0.55166
H 15.18673 0.81920 -0.25483
H 14.04584 -0.43609 -0.78815
H 14.02777 0.12761 0.90303
H 12.03391 -0.80879 0.26004
H 9.62388 -1.05010 0.37556
H 9.10435 2.98976 -0.91057
H 11.57854 3.24780 -1.03234
H 7.49202 -1.05689 0.71594
H 5.62814 -2.43435 1.51204
H 3.50598 -3.54420 2.21266
H 1.34397 -2.35883 1.81031
H 0.80379 3.07552 -1.25743
H 2.73515 4.60131 -1.74944
H 5.05953 3.74026 -1.35790
O 0.23591 0.72798 -3.19002
H 0.60996 0.89479 -2.31411
H -0.44076 0.06099 -3.01095
O -1.50639 -3.44096 3.19850
C -1.58778 -2.68761 2.24175
O -0.70170 -1.81744 1.90197
H -2.48508 -2.72277 1.58902
C -3.30250 5.13502 -5.72513
C -2.65079 4.13130 -6.67061
C -1.33856 3.52037 -6.17473
C -1.47266 2.47095 -5.07916
N -1.88996 3.05962 -3.80703
C -2.34818 2.29000 -2.77678
S -1.93059 2.52132 -1.19418
N -3.20039 1.26860 -3.09818
C -4.37998 1.47155 -3.92934
C -5.51170 2.19614 -3.18735
C -6.40537 1.28419 -2.33583
C -5.88235 1.04025 -0.92228
H -4.21337 5.54462 -6.16628
H -2.62648 5.96947 -5.52334
H -3.55863 4.68049 -4.76991
H -2.45168 4.63104 -7.62403
H -3.35527 3.32105 -6.88514
H -0.66987 4.31792 -5.82949
H -0.84041 3.03576 -7.01864
H -0.51594 1.95798 -4.93607
H -2.19181 1.71345 -5.38331
H -1.25269 3.76276 -3.45942
H -3.36523 0.68014 -2.28325
H -4.71698 0.48837 -4.26610
H -4.10500 2.04760 -4.81321
H -6.12067 2.72137 -3.93079
H -5.06162 2.96087 -2.54566
H -6.52919 0.32543 -2.84911
H -7.40148 1.73388 -2.27126
H -4.89993 0.56768 -0.90000
H -6.55607 0.38558 -0.36764
H -5.79938 1.98359 -0.37665
*
```

## Properties
Energy above the lowest of the compared OMol25 structures with the same formula, charge and spin   17.2 kJ/mol
Kohn-Sham gap   4.3 eV
HOMO level   -1.70 eV